This record from OMol25 describes 2 unconnected molecules or ions with the total composition C11H15N. The level of theory is ωB97M-V/def2-TZVPD.

ORCA input file:
```
! wB97M-V def2-TZVPD RIJCOSX def2/J DEFGRID3
* xyz 0 1
C -0.79583 2.58690 3.22962
C -0.31804 3.60026 4.27179
H -0.76966 1.60165 3.74283
H -1.85871 2.74261 3.01155
H -0.28106 2.42628 2.27477
H -0.15368 4.53766 3.76522
H 0.64180 3.18253 4.59040
H -1.02449 3.67248 5.13256
C 1.64192 -1.10920 -3.55038
C 0.29687 -0.54506 -0.07179
C 0.05136 -0.70256 -1.47009
C 1.36490 -1.06066 -2.06515
C 2.24122 -0.99563 -1.02406
C -0.69039 -0.37706 0.88654
C -2.00275 -0.57610 0.50426
C -2.28460 -0.90385 -0.80870
C -1.31428 -0.97878 -1.78006
N 1.65895 -0.58820 0.16438
H -0.60753 -0.11766 1.88240
H -2.77756 -0.35468 1.23683
H 2.16611 -0.56687 1.02216
H -3.29682 -1.14716 -1.05985
H 3.27212 -1.00253 -1.13354
H -1.59697 -1.32648 -2.74497
H 2.69877 -1.01895 -3.61349
H 1.09621 -0.35251 -4.03018
H 1.30531 -2.11345 -3.85365
*
```

- Relative energy (zero: lowest compared OMol25 entry of this formula, charge and spin): 1.139 eV
- LUMO energy: 0.9 eV
- Strongest force on any atom: 3.30 eV/A